# 1
{
  "formula": "C4H10N2",
  "method": "ωB97M-V/def2-TZVPD",
  "mol_weight_g_mol": 86.14,
  "smiles": "[H]/N=C/N.C=CC",
  "homo_ev": -8.6,
  "elements": ["H", "C", "H", "H", "N", "H", "H", "H", "C", "H", "H", "C", "C", "N", "H", "H"],
  "coordinates": [[0.72065, -0.49337, 0.40361], [1.70985, 0.02500, 0.20340], [2.36890, -1.58095, -0.75273], [1.69709, 1.46969, 1.69843], [2.01273, 1.14297, 0.81389], [3.54855, -0.09724, -0.58316], [-2.20149, 1.85492, -0.05006], [-0.93239, 1.74026, -1.15024], [-1.65398, -1.40320, 0.26756], [-1.32579, -1.40884, 1.22102], [-1.99472, -2.36266, -0.02340], [-1.35460, 1.15772, -0.30952], [-1.91336, -0.29989, -0.51479], [2.63160, -0.58557, -0.62216], [-0.63138, 1.21898, 0.58258], [-2.68165, -0.37783, -1.18444]],
  "lowdin_charge": [0.086, -0.380, 0.103, 0.009, 0.027, 0.111, 0.070, 0.070, -0.011, 0.011, 0.035, -0.116, -0.168, 0.048, 0.060, 0.045]
}

***

# 2
{
  "formula": "C4H10N2",
  "method": "ωB97M-V/def2-TZVPD",
  "mol_weight_g_mol": 86.14,
  "smiles": "CCC/C=N/N",
  "homo_ev": -8.5,
  "elements": ["C", "C", "H", "H", "H", "N", "N", "H", "H", "H", "H", "H", "C", "H", "H", "C"],
  "coordinates": [[-1.03650, -1.87371, -1.20739], [0.56859, -0.84891, 0.78249], [0.31932, -1.04554, 1.79104], [-2.08639, -2.14803, -0.83296], [0.31373, -0.37647, -1.34487], [0.64264, 1.48200, 0.22237], [0.74404, 2.91676, 0.47021], [-0.53378, -2.81633, -1.32898], [0.79387, 0.88692, 2.23680], [-1.10532, 0.03938, -0.48009], [-1.29623, -1.56070, -2.24473], [1.51525, -1.35382, 0.53025], [0.74670, 0.57999, 1.14416], [-0.05445, 3.28633, 1.03140], [0.75342, 3.58623, -0.26523], [-0.28489, -0.75410, -0.50447]],
  "lowdin_charge": [-0.149, -0.165, 0.084, 0.085, 0.102, -0.056, -0.016, 0.048, 0.129, 0.120, 0.073, 0.124, -0.213, 0.077, 0.040, -0.281]
}

***

# 3
{
  "formula": "C4H10N2",
  "method": "ωB97M-V/def2-TZVPD",
  "mol_weight_g_mol": 86.14,
  "smiles": "[H]/N=C/NCCC",
  "homo_ev": -9.2,
  "elements": ["C", "H", "H", "H", "H", "H", "C", "H", "H", "H", "H", "N", "C", "H", "N", "C"],
  "coordinates": [[-1.80394, -0.53783, -0.19339], [0.67195, -0.63985, 1.14521], [2.13977, 0.54670, -1.14895], [0.23625, 2.06164, -0.13038], [-0.84976, 1.28251, 1.01729], [-0.49822, -0.08489, -1.66879], [-0.14410, 1.04133, 0.22017], [1.46130, -1.11431, -0.81199], [2.93966, -0.42044, -0.07719], [-2.30819, -0.00672, 0.62781], [-3.01334, -1.72701, 0.41061], [-2.41133, -1.66889, -0.42081], [1.96289, -0.17101, -0.39969], [1.53244, 0.86587, 1.45071], [-0.93706, 0.32734, -0.78395], [1.02167, 0.24556, 0.76334]],
  "lowdin_charge": [-0.374, 0.074, 0.050, 0.139, 0.103, 0.164, -0.242, 0.099, 0.049, 0.110, 0.027, 0.047, -0.096, 0.095, -0.015, -0.230]
}

***

# 4
{
  "formula": "C4H10N2",
  "method": "ωB97M-V/def2-TZVPD",
  "mol_weight_g_mol": 86.14,
  "smiles": "C=NC.C=NC",
  "homo_ev": -8.8,
  "elements": ["C", "C", "N", "H", "H", "C", "H", "H", "H", "C", "N", "H", "H", "H", "H", "H"],
  "coordinates": [[2.31212, 1.52863, -2.68671], [-0.35056, -0.04956, 2.12471], [2.26339, 0.29809, -2.46675], [0.98551, -1.25364, -2.47767], [0.76188, -0.26047, -0.94522], [0.90431, -0.22054, -2.08640], [1.42805, 2.16045, -3.02505], [0.57817, -0.05394, 1.56672], [0.05683, 0.23198, -2.48630], [-2.43932, -0.91244, 2.32416], [-1.56223, 0.12052, 1.77021], [-2.08165, -1.93104, 2.05178], [-2.40298, -0.92838, 3.50034], [-0.23590, -0.02987, 3.23769], [3.29055, 2.00918, -2.42803], [-3.50818, -0.70897, 2.02652]],
  "lowdin_charge": [-0.122, -0.088, -0.092, 0.068, 0.084, -0.135, 0.088, 0.054, 0.035, -0.179, -0.107, 0.074, 0.094, 0.076, 0.074, 0.075]
}

***

# 5
{
  "formula": "C4H10N2",
  "method": "ωB97M-V/def2-TZVPD",
  "mol_weight_g_mol": 86.14,
  "smiles": "CC/C(N)=C/N",
  "homo_ev": -7.5,
  "elements": ["H", "N", "H", "C", "C", "H", "H", "C", "C", "N", "H", "H", "H", "H", "H", "H"],
  "coordinates": [[-1.73283, 0.89333, 0.08834], [0.59998, -1.03897, 2.66383], [-0.94381, 0.48753, -2.92949], [0.28098, -0.22374, -1.22988], [-0.36416, 0.83995, -2.08367], [0.09915, -1.20848, -1.62837], [1.10134, -1.82522, 0.86903], [-0.01938, -0.20286, 0.30478], [0.49889, -0.98420, 1.22607], [-0.90149, 0.85455, 0.67062], [1.35518, -0.07218, -1.42676], [1.60531, -1.20744, 2.81652], [0.49708, -0.13825, 3.11221], [-1.22262, 0.74172, 1.64990], [-1.08726, 1.45383, -1.55385], [0.23365, 1.63042, -2.54930]],
  "lowdin_charge": [0.068, 0.011, 0.066, -0.182, -0.127, 0.098, 0.108, -0.333, -0.204, 0.043, 0.108, 0.077, 0.056, 0.088, 0.046, 0.076]
}

***

# 6
{
  "formula": "C4H10N2",
  "method": "ωB97M-V/def2-TZVPD",
  "mol_weight_g_mol": 86.14,
  "smiles": "C=C(N)CCN",
  "homo_ev": -8.0,
  "elements": ["H", "H", "H", "C", "H", "H", "N", "C", "C", "H", "H", "H", "H", "N", "C", "H"],
  "coordinates": [[-0.56108, 1.20334, -2.87661], [-0.11948, 2.33450, -1.33481], [-1.94744, -1.14906, 1.22664], [-0.18303, 1.36898, -1.78617], [0.58713, -1.37642, 1.31115], [1.03919, -1.48004, -0.93228], [0.40778, -0.99120, -1.45896], [0.70525, 0.49629, 0.33397], [0.07075, -0.43601, 1.43080], [0.24992, 1.41123, 0.67031], [0.30457, -0.08192, 2.42846], [1.81321, 0.53834, 0.12323], [-1.57015, -0.48977, 2.70361], [-1.41466, -0.31874, 1.69131], [0.16804, 0.28167, -1.09839], [0.45000, -1.31120, -2.43227]],
  "lowdin_charge": [0.082, 0.036, 0.099, 0.003, 0.081, 0.047, 0.100, -0.148, -0.279, 0.086, 0.090, 0.138, 0.060, -0.025, -0.486, 0.116]
}

***

# 7
{
  "formula": "C4H10N2",
  "method": "ωB97M-V/def2-TZVPD",
  "mol_weight_g_mol": 86.14,
  "smiles": "[H]/N=C/N.C=CC",
  "homo_ev": -9.1,
  "elements": ["N", "H", "H", "H", "H", "H", "H", "C", "C", "H", "H", "N", "H", "H", "C", "C"],
  "coordinates": [[1.97950, -0.98359, 1.38926], [1.89812, 0.01444, 1.27054], [-1.29711, 2.48287, -0.16870], [-2.39972, 1.54406, -1.20539], [0.69111, 1.31020, -0.98054], [-1.30084, 2.67936, -1.93740], [0.46712, -0.86751, -1.58145], [-0.30356, 0.97936, -1.27133], [-0.36353, -0.23138, -1.85630], [-0.97560, -1.59160, 2.28851], [2.78235, -1.56556, 1.25571], [-0.22833, -0.94287, 2.05560], [-1.36826, -0.56496, -2.06734], [0.98793, -2.63599, 2.11105], [0.83681, -1.59457, 1.81545], [-1.40598, 1.96775, -1.11769]],
  "lowdin_charge": [0.071, 0.090, 0.070, 0.070, 0.081, 0.074, 0.039, -0.264, -0.022, 0.028, 0.081, 0.048, 0.049, 0.113, -0.413, -0.116]
}

***

# 8
{
  "formula": "C4H10N2",
  "method": "ωB97M-V/def2-TZVPD",
  "mol_weight_g_mol": 86.14,
  "smiles": "CC/C(N)=C/N",
  "homo_ev": -7.8,
  "elements": ["H", "C", "H", "H", "H", "C", "H", "C", "H", "N", "N", "H", "H", "H", "C", "H"],
  "coordinates": [[1.56772, 0.46052, -2.44453], [-0.43927, -0.14598, 0.09626], [-1.43186, 1.65120, 0.09329], [-1.71230, 0.61168, 1.55579], [0.10409, -1.08730, -1.66608], [-0.23159, -0.07160, -1.48519], [-1.14071, 0.07690, -2.08240], [0.54438, -0.81328, 0.66077], [1.16540, 1.37344, -0.97507], [-1.31269, 0.79439, 0.60467], [0.62365, -1.07861, 2.09666], [1.27211, -0.39574, 2.50271], [0.32479, 1.72571, -2.58802], [-0.24187, -0.97096, 2.58791], [0.74735, 0.99788, -1.91791], [1.23567, -1.42256, 0.12619]],
  "lowdin_charge": [0.080, -0.364, 0.087, 0.108, 0.084, -0.222, 0.100, -0.184, 0.076, 0.079, 0.009, 0.069, 0.057, 0.038, -0.115, 0.096]
}

***

# 9
{
  "formula": "C4H10N2O",
  "method": "ωB97M-V/def2-TZVPD",
  "mol_weight_g_mol": 102.14,
  "s2": 0.75,
  "total_charge": -1,
  "homo_ev": [1.2, -5.9],
  "multiplicity": 2,
  "elements": ["O", "C", "H", "H", "H", "H", "H", "C", "H", "H", "C", "N", "C", "H", "N", "H", "H"],
  "coordinates": [[0.38525, 1.82292, -0.81129], [-0.83356, -0.01504, 0.11245], [2.28845, 0.48910, -0.99030], [2.13580, -2.06481, -1.00150], [1.13485, -1.80423, 0.50718], [-1.45740, 0.23427, -1.84803], [-2.57902, 0.55354, -0.74157], [0.43262, 0.66905, -0.40932], [-0.53577, 0.78128, 2.12183], [-1.44989, 1.89058, 0.93167], [1.90655, -1.42316, -0.13510], [-1.84141, -0.11058, -0.97524], [-1.22619, 0.88624, 1.26596], [-2.11060, 0.59580, 1.87429], [1.54572, -0.09699, -0.64040], [2.80331, -1.34067, 0.46706], [-0.59869, -1.06729, 0.27231]],
  "lowdin_charge": [-0.014, -0.394, 0.094, 0.018, 0.017, 0.057, 0.054, -0.555, 0.056, 0.070, -0.457, 0.029, -0.131, 0.065, 0.015, -0.017, 0.092]
}

***

# 10
{
  "formula": "C4H10N2O",
  "method": "ωB97M-V/def2-TZVPD",
  "mol_weight_g_mol": 102.14,
  "smiles": "NCCCC(N)=O",
  "homo_ev": -9.1,
  "elements": ["H", "H", "H", "O", "N", "H", "H", "C", "C", "C", "H", "H", "H", "N", "H", "C", "H"],
  "coordinates": [[-0.48198, 0.93540, -1.76568], [-1.95323, -0.19282, -1.71670], [-0.34587, -0.72669, 1.74777], [2.31728, 0.81527, 1.31668], [-1.73011, 1.11375, -0.16962], [-0.61157, -1.52644, -0.09346], [-1.46066, 2.06390, -0.38526], [-1.12291, 0.24614, -1.19757], [1.34739, 0.17898, 0.96152], [1.25505, -0.51225, -0.38276], [1.83649, 0.13973, -1.05354], [-1.58483, 0.99788, 0.81862], [1.86801, -1.37572, -0.12511], [0.29073, 0.04700, 1.86267], [-0.15676, -1.57096, -1.72131], [-0.12136, -0.89952, -0.87774], [0.65434, 0.26634, 2.78147]],
  "lowdin_charge": [0.112, 0.089, 0.084, 0.048, -0.014, 0.106, 0.058, -0.260, -0.536, -0.120, 0.130, 0.033, 0.126, 0.134, 0.102, -0.202, 0.109]
}